19
Properties=species:S:1:pos:R:3 method="wB97M-V/def2-TZVPD" smiles="[H]/N=C/C(C[C@@H](C)N)=N/[H]" e_lumo_ev=0.87 total_energy_ha=-361.36110 fmax_ev_per_a=0.78 gap_ev=9.93 relative_energy_kj_mol=74.3
H 3.948 -1.291 -0.039
N 2.965 -1.037 0.024
C 2.717 0.193 -0.072
C 1.330 0.691 -0.002
C 0.265 -0.328 0.312
C -1.090 -0.011 -0.330
C -2.044 -1.200 -0.166
N -1.615 1.227 0.235
N 1.171 1.926 -0.207
H 0.196 2.228 -0.151
H 3.457 0.987 -0.221
H 0.624 -1.304 -0.014
H 0.151 -0.365 1.399
H -0.936 0.175 -1.401
H -2.200 -1.417 0.890
H -3.009 -0.977 -0.620
H -1.637 -2.086 -0.644
H -2.486 1.483 -0.218
H -1.807 1.104 1.225


26
Properties=species:S:1:pos:R:3 method="wB97M-V/def2-TZVPD" smiles="CN(C)C(=O)CN([PH2]=S)[C@@](S)(Br)C(=O)[O-]" e_lumo_ev=2.64 charge=-1 total_energy_ha=-4282.05451 fmax_ev_per_a=8.35 gap_ev=7.41
C 3.044 -0.568 -0.619
N 1.747 0.103 -0.119
C 2.133 0.682 1.222
C 0.761 -1.039 -0.017
O 1.029 -1.978 0.928
C -0.518 -1.183 -1.032
N -1.812 -0.594 -0.558
P -2.345 -1.177 1.032
S -4.050 -2.169 0.802
C -1.953 0.885 -0.754
S -1.836 1.454 -2.566
Br -3.878 1.325 -0.229
C -1.025 1.834 0.207
O -1.196 1.986 1.549
O 0.072 2.661 -0.374
H 2.843 -1.500 -1.302
H 3.783 0.223 -1.107
H 3.598 -0.938 0.367
H 3.093 1.363 1.023
H 1.339 1.389 1.710
H 2.459 -0.097 2.031
H -0.705 -2.357 -1.149
H -0.149 -0.829 -2.092
H -2.644 -0.137 2.000
H -1.459 -2.105 1.687
H -2.331 2.768 -2.640


8
Properties=species:S:1:pos:R:3 method="wB97M-V/def2-TZVPD" e_lumo_ev="-0.64 / -0.70" total_energy_ha=-974.15818 fmax_ev_per_a=4.70 gap_ev="6.86 / 6.79" relative_energy_kj_mol=749.5
C 1.375 -0.084 -0.018
C 2.023 -1.204 2.078
C -1.054 0.419 -1.126
S -0.252 -0.408 0.302
Cl 1.254 -0.470 3.209
H -0.389 1.309 -1.556
H -2.014 0.836 -1.084
H -0.943 -0.398 -1.803


44
Properties=species:S:1:pos:R:3 method="wB97M-V/def2-TZVPD" multiplicity=5 s_squared=6.013 e_lumo_ev="-4.11 / -4.29" charge=+1 total_energy_ha=-2666.69226 fmax_ev_per_a=0.62 gap_ev="7.27 / 7.10"
Cr 0.139 -0.306 0.053
C -4.236 -0.514 -0.180
C -4.592 0.817 -0.072
C -3.600 1.785 0.055
C -2.279 1.381 0.069
N -1.939 0.078 -0.038
C -2.888 -0.847 -0.159
C -1.133 2.318 0.205
C -1.213 3.703 0.251
C -0.031 4.422 0.366
C 1.194 3.774 0.422
C 1.205 2.387 0.367
N 0.056 1.713 0.273
C 2.415 1.521 0.401
C 3.701 2.026 0.404
C 4.768 1.135 0.446
C 4.517 -0.222 0.502
C 3.198 -0.653 0.488
N 2.173 0.193 0.425
H -4.978 -1.292 -0.277
H -5.632 1.109 -0.085
H -3.863 2.828 0.144
H -2.536 -1.869 -0.240
H -2.161 4.213 0.196
H -0.066 5.502 0.406
H 2.108 4.340 0.508
H 3.882 3.090 0.369
H 5.783 1.506 0.439
H 5.316 -0.945 0.547
H 2.946 -1.704 0.517
Cl 5.172 -0.867 -4.289
C 3.866 -1.545 -3.370
C 4.044 -2.761 -2.727
C 3.002 -3.287 -1.979
C 1.805 -2.592 -1.845
C 1.640 -1.391 -2.530
C 2.661 -0.862 -3.302
C 0.749 -3.131 -0.910
O 0.611 -4.317 -0.731
O 0.097 -2.203 -0.256
H 4.983 -3.286 -2.818
H 3.108 -4.239 -1.477
H 0.682 -0.874 -2.497
H 2.531 0.059 -3.853


46
Properties=species:S:1:pos:R:3 method="wB97M-V/def2-TZVPD" multiplicity=4 s_squared=3.764 e_lumo_ev="4.71 / 4.38" charge=-2 total_energy_ha=-5203.29637 fmax_ev_per_a=0.09 gap_ev="5.37 / 7.74" relative_energy_kj_mol=0.0
Pt 1.096 -2.000 1.063
C -0.930 -1.922 3.459
O 0.055 -2.906 3.732
C 1.171 -2.880 2.927
C 2.082 -4.001 3.306
H -0.499 -0.918 3.486
H -1.690 -2.023 4.234
H -1.384 -2.085 2.476
H 2.233 -4.009 4.393
H 3.053 -3.902 2.821
H 1.673 -4.986 3.031
Cl 4.766 -3.615 0.305
Ge 3.419 -1.804 0.462
Cl 3.877 -0.857 -1.529
Cl 4.712 -0.546 1.760
C -1.400 3.177 -0.487
Si 0.323 2.867 0.182
C 0.634 4.028 1.631
C 1.575 3.255 -1.164
C 0.508 1.149 0.700
C 0.721 -0.036 0.911
H -1.518 4.208 -0.832
H -2.157 2.976 0.274
H -1.603 2.507 -1.325
H 0.540 5.075 1.329
H 1.637 3.872 2.033
H -0.081 3.836 2.434
H 1.520 4.301 -1.478
H 1.388 2.621 -2.033
H 2.588 3.044 -0.815
O -4.616 0.191 -1.041
S -3.944 -0.923 -1.674
O -4.722 -1.627 -2.674
N -3.282 -1.920 -0.608
C -1.946 -1.966 -0.713
O -1.193 -2.668 -0.025
C -1.406 -1.055 -1.799
C -0.094 -0.857 -2.190
C 0.163 0.059 -3.202
C -0.878 0.757 -3.813
C -2.198 0.545 -3.429
C -2.428 -0.369 -2.420
H 0.716 -1.387 -1.704
H 1.188 0.238 -3.503
H -0.654 1.475 -4.593
H -3.016 1.080 -3.897


122
Properties=species:S:1:pos:R:3 method="wB97M-V/def2-TZVPD" multiplicity=2 s_squared=0.753 e_lumo_ev="2.44 / 2.44" charge=-1 total_energy_ha=-4530.38904 fmax_ev_per_a=3.42 gap_ev="6.81 / 7.25" relative_energy_kj_mol=272.6
Ti 0.921 0.174 -0.156
C -0.519 4.589 2.615
C -0.163 3.849 1.325
C -1.405 3.837 0.437
P 0.625 2.122 1.530
C 0.457 1.803 3.416
C 0.193 0.319 3.684
C 1.635 2.229 4.285
C 2.385 2.607 1.372
C 2.888 3.794 1.916
C 4.224 4.138 1.861
C 4.701 5.472 2.361
C 5.110 3.222 1.292
C 4.638 2.077 0.688
C 3.265 1.773 0.637
N 2.817 0.677 -0.083
C 3.409 0.449 -1.309
C 4.074 1.456 -2.034
C 4.753 1.186 -3.202
C 4.792 -0.099 -3.736
C 5.528 -0.413 -5.008
C 4.071 -1.089 -3.078
C 3.372 -0.839 -1.905
P 2.262 -2.052 -1.115
C 1.691 -3.065 -2.597
C 0.682 -4.077 -2.058
C 1.071 -2.196 -3.687
C 3.537 -3.237 -0.319
C 4.638 -2.416 0.346
C 4.187 -4.290 -1.212
H -0.782 5.618 2.367
H 0.299 4.615 3.330
H -1.386 4.135 3.091
H 0.612 4.412 0.789
H -2.214 3.270 0.895
H -1.184 3.383 -0.525
H -1.748 4.861 0.276
H -0.430 2.362 3.721
H 1.132 -0.233 3.677
H -0.462 -0.124 2.933
H -0.267 0.187 4.667
H 2.530 1.687 3.992
H 1.414 1.981 5.324
H 1.849 3.291 4.227
H 2.207 4.495 2.377
H 3.885 6.026 2.823
H 5.088 6.056 1.525
H 5.503 5.358 3.091
H 6.172 3.427 1.296
H 5.335 1.397 0.217
H 4.035 2.474 -1.672
H 5.262 1.996 -3.708
H 6.071 0.463 -5.362
H 4.827 -0.718 -5.789
H 6.237 -1.231 -4.857
H 4.055 -2.084 -3.501
H 2.543 -3.601 -3.028
H -0.148 -3.543 -1.595
H 1.139 -4.715 -1.303
H 0.294 -4.705 -2.862
H 0.264 -1.588 -3.281
H 0.661 -2.817 -4.485
H 1.804 -1.518 -4.122
H 2.969 -3.755 0.464
H 5.253 -1.941 -0.416
H 5.271 -3.062 0.957
H 4.224 -1.646 0.990
H 4.721 -3.824 -2.037
H 3.471 -5.007 -1.606
H 4.916 -4.845 -0.621
O -1.087 1.524 -3.009
S -0.607 1.065 -1.745
O 0.656 1.740 -1.321
O -1.539 1.238 -0.627
O -0.211 -0.381 -1.723
O 3.210 -0.681 2.663
H 3.448 0.145 2.230
H 2.431 -1.010 2.193
F 0.789 -0.956 1.205
C -5.040 -3.646 -0.581
C -4.645 -3.386 0.843
C -5.302 -4.108 1.839
C -4.975 -3.964 3.172
C -3.961 -3.090 3.521
C -3.318 -2.382 2.527
C -3.642 -2.486 1.182
Sb -2.306 -0.966 0.143
C -3.041 -1.083 -1.923
C -2.686 -2.286 -2.532
C -2.829 -2.495 -3.889
C -3.303 -1.465 -4.683
C -3.658 -0.270 -4.094
C -3.547 -0.057 -2.720
C -3.994 1.278 -2.203
C -3.684 0.413 1.205
C -3.052 1.172 2.183
C -3.762 1.955 3.077
C -5.142 2.016 2.981
C -5.781 1.290 1.994
C -5.076 0.474 1.112
C -5.866 -0.319 0.115
H -6.108 -3.841 -0.657
H -4.513 -4.524 -0.953
H -4.780 -2.803 -1.211
H -6.096 -4.792 1.560
H -5.498 -4.528 3.933
H -3.681 -2.962 4.559
H -2.518 -1.703 2.810
H -2.297 -3.084 -1.906
H -2.557 -3.443 -4.331
H -3.402 -1.597 -5.752
H -4.022 0.540 -4.713
H -3.290 2.031 -2.558
H -3.996 1.316 -1.118
H -4.989 1.519 -2.587
H -1.968 1.158 2.223
H -3.246 2.507 3.853
H -5.711 2.624 3.670
H -6.859 1.341 1.906
H -6.675 0.283 -0.300
H -6.301 -1.187 0.608
H -5.230 -0.672 -0.691


16
Properties=species:S:1:pos:R:3 method="wB97M-V/def2-TZVPD" smiles=S[C@@H]1C[C@@]12COCO2 e_lumo_ev=0.89 total_energy_ha=-743.92336 fmax_ev_per_a=0.95 gap_ev=9.84 relative_energy_kj_mol=168.1
S 2.714 -0.903 -0.348
C 1.519 0.424 -0.446
C 1.048 1.139 0.802
C 0.132 0.212 0.088
C -1.116 0.668 -0.649
O -1.836 -0.549 -0.826
C -1.546 -1.274 0.333
O -0.186 -1.032 0.640
H 1.821 -1.892 -0.302
H 1.591 1.004 -1.388
H 0.891 2.213 0.754
H 1.488 0.812 1.729
H -0.940 1.096 -1.650
H -1.736 1.380 -0.057
H -2.154 -0.946 1.165
H -1.690 -2.351 0.154


14
Properties=species:S:1:pos:R:3 method="wB97M-V/def2-TZVPD" smiles=Cc1c[nH]c2c1C2 e_lumo_ev=0.82 total_energy_ha=-287.40214 fmax_ev_per_a=5.18 gap_ev=8.81 relative_energy_kj_mol=486.0
C -1.983 -0.281 0.079
C -0.599 0.086 0.268
C -0.081 1.315 0.267
N 1.301 1.330 0.134
C 1.703 0.039 0.301
C 0.410 -0.816 0.353
C 1.517 -1.224 -0.445
H -2.076 -1.265 -0.550
H -2.378 -0.605 1.045
H -2.526 0.422 -0.467
H -0.525 2.298 0.283
H 1.806 2.192 0.215
H 2.098 -2.003 0.051
H 1.335 -1.487 -1.533


18
Properties=species:S:1:pos:R:3 method="wB97M-V/def2-TZVPD" smiles=NCN.NCN e_lumo_ev=1.03 total_energy_ha=-302.36527 fmax_ev_per_a=2.65 gap_ev=9.43 relative_energy_kj_mol=95.6
N 3.749 1.709 -1.772
C 2.573 2.133 -1.044
N 1.760 1.013 -0.697
H 4.488 2.386 -1.853
H 3.952 1.002 -2.458
H 2.925 2.784 -0.225
H 1.891 2.823 -1.684
H 0.773 1.100 -0.838
H 2.115 0.507 0.095
N -2.517 -1.123 0.060
C -2.533 -1.292 1.498
N -2.748 -2.622 2.124
H -3.243 -0.449 -0.200
H -2.952 -1.917 -0.410
H -1.532 -0.952 1.851
H -3.339 -0.706 1.954
H -3.444 -3.183 1.626
H -1.919 -3.214 1.972


10
Properties=species:S:1:pos:R:3 method="wB97M-V/def2-TZVPD" smiles="CC(Cl)(Cl)C=O" e_lumo_ev=0.36 total_energy_ha=-1112.30126 fmax_ev_per_a=2.34 gap_ev=10.92 relative_energy_kj_mol=98.2
C 1.091 0.134 0.619
C -0.353 -0.257 0.217
Cl -0.697 -1.992 -0.285
Cl -1.436 0.040 1.609
C -0.861 0.318 -1.098
O -0.094 0.603 -1.966
H 1.767 -0.731 0.965
H 1.177 1.011 1.358
H 1.464 0.450 -0.341
H -2.058 0.425 -1.079